Entry from the Open Molecules 2025 dataset: the ion CClNO2P with charge -1 in a non-equilibrium geometry (ωB97M-V/def2-TZVPD).

Atoms and positions in Å:
C 1.178 0.516 0.204
N 1.983 1.165 0.669
O -0.561 -2.022 0.821
O -0.573 -0.475 -1.749
P -0.423 -0.348 -0.295
Cl -1.604 1.165 0.351

Output
- HOMO-LUMO gap (eV) = 8.5618
- net charge = -1
- SMILES = N#C[P@](=O)([O-])Cl
- E_tot (eV) = -28434.3953

Entry from the Open Molecules 2025 dataset: a cluster of 2 separate species, CClO2 in total in a non-equilibrium geometry (ωB97M-V/def2-TZVPD).

Atoms and positions in Å:
C -0.546 -0.007 0.008
O -0.943 -1.092 -0.004
O -0.519 1.149 -0.004
Cl 2.008 -0.049 0.000

Output
- HOMO-LUMO gap (eV) = 8.0043
- net charge = -1
- E_tot (eV) = -17657.2240

Entry from the Open Molecules 2025 dataset: a cluster of 2 separate species, CF2N2 in total in a non-equilibrium geometry (ωB97M-V/def2-TZVPD).

Atoms and positions in Å:
C 0.015 -0.204 0.105
N -0.023 0.494 -1.063
N -0.502 -0.708 -1.100
F 0.950 -0.694 0.810
F -0.264 1.237 1.985

Output
- HOMO-LUMO gap (alpha / beta) (eV) = 8.2516 / 8.2521
- net charge = 0
- E_tot (eV) = -9444.7816

Entry from the Open Molecules 2025 dataset: a structure of composition CF3I2P in a non-equilibrium geometry (ωB97M-V/def2-TZVPD).

Atoms and positions in Å:
C -0.083 0.019 -1.018
F -1.336 -0.324 -0.747
F -0.105 1.158 -1.659
F 0.488 -0.885 -1.873
P 0.897 0.555 1.102
I -1.144 1.311 2.194
I 1.284 -1.834 2.001

Output
- HOMO-LUMO gap (eV) = 8.2446
- net charge = 0
- E_tot (eV) = -34679.2343

Entry from the Open Molecules 2025 dataset: a cluster of 2 separate species, CF3N3 in total in a non-equilibrium geometry (ωB97M-V/def2-TZVPD).

Atoms and positions in Å:
C -1.292 -0.330 -0.098
N -1.027 0.742 -0.715
N -1.375 0.702 0.718
N 1.203 -0.082 -0.011
F -1.445 -1.605 -0.037
F 2.440 -0.647 0.056
F 1.495 1.220 0.087

Output
- HOMO-LUMO gap (alpha / beta) (eV) = 8.2303 / 11.1751
- net charge = 0
- E_tot (eV) = -13650.7509

Entry from the Open Molecules 2025 dataset: a cluster of 2 separate species, CF3NO2 in total in a non-equilibrium geometry (ωB97M-V/def2-TZVPD).

Atoms and positions in Å:
C -0.434 -1.719 -0.407
N 0.492 1.324 0.889
O -0.408 2.043 1.204
O 1.526 1.362 0.344
F -0.004 -1.537 -1.707
F 0.055 -0.639 0.227
F -1.731 -1.722 -0.293

Output
- HOMO-LUMO gap (alpha / beta) (eV) = 8.1790 / 10.2369
- net charge = 0
- E_tot (eV) = -14768.3876

Entry from the Open Molecules 2025 dataset: an isolated molecule of CF3NO2S in a non-equilibrium geometry (ωB97M-V/def2-TZVPD).

Atoms and positions in Å:
C -0.921 -0.288 0.211
N 2.826 -0.404 -0.347
O 0.176 -0.741 0.725
O 0.952 1.403 -0.471
F -2.006 -0.823 0.747
F -1.115 1.006 0.352
F -1.063 -0.618 -1.081
S 1.507 0.128 -0.065

Output
- HOMO-LUMO gap (eV) = 9.8444
- net charge = 0
- SMILES = N#S(=O)OC(F)(F)F
- E_tot (eV) = -25605.7148

Entry from the Open Molecules 2025 dataset: an isolated molecule of CFN3O2 in a non-equilibrium geometry (ωB97M-V/def2-TZVPD).

Atoms and positions in Å:
C 0.215 0.357 0.089
N 0.221 -0.900 -0.474
N 1.173 1.161 0.359
N -1.836 -0.441 -0.016
O -1.129 0.643 0.349
O -1.017 -1.270 -0.507
F 2.373 0.450 0.200

Output
- HOMO-LUMO gap (alpha / beta) (eV) = 7.7542 / 8.1782
- net charge = 0
- E_tot (eV) = -12311.7010

Entry from the Open Molecules 2025 dataset: a cluster of 2 separate species, CFNO3 in total in a non-equilibrium geometry (ωB97M-V/def2-TZVPD).

Atoms and positions in Å:
C -1.850 0.345 0.012
N 2.156 -0.301 0.378
O -1.196 0.858 0.820
O -2.535 -0.073 -0.768
O 1.669 -1.328 0.411
F 1.755 0.498 -0.852

Output
- HOMO-LUMO gap (eV) = 11.3090
- net charge = 0
- SMILES = O=C=O.O=NF
- E_tot (eV) = -11384.8220

Entry from the Open Molecules 2025 dataset: a structure of composition CFNO5PtS2 in a non-equilibrium geometry (ωB97M-V/def2-TZVPD).

Atoms and positions in Å:
Pt 0.563 -1.190 1.347
N 0.688 0.550 0.451
S 1.814 -0.092 -0.746
O 3.089 0.672 -0.541
O 1.902 -1.483 -0.048
S -0.310 1.646 -0.097
O -1.720 1.226 0.277
F -0.054 2.941 1.003
O -3.003 -1.337 -1.078
C -2.001 -1.257 -0.483
O -0.968 -1.676 -0.085

Output
- HOMO-LUMO gap (alpha / beta) (eV) = 5.6645 / 7.8417
- spin multiplicity = 4
- net charge = -1
- E_tot (eV) = -40396.0547

Entry from the Open Molecules 2025 dataset: a structure of composition CFeNO4S2 in a non-equilibrium geometry (ωB97M-V/def2-TZVPD).

Atoms and positions in Å:
O 1.574 1.845 1.583
C 1.003 0.915 2.259
O 0.718 0.892 3.443
Fe 1.375 0.942 -0.133
N 1.193 -1.147 -2.266
S 0.932 0.541 -2.448
S 0.416 -1.987 -1.182
O 0.631 -0.202 1.229
O 1.424 -2.889 -0.540

Output
- HOMO-LUMO gap (alpha / beta) (eV) = 7.6797 / 6.1944
- spin multiplicity = 6
- net charge = 0
- E_tot (eV) = -66770.9639

Entry from the Open Molecules 2025 dataset: a structure of composition CH10F5MgN2OTe in a non-equilibrium geometry (ωB97M-V/def2-TZVPD).

Atoms and positions in Å:
C 1.328 2.093 0.436
Mg 0.536 0.583 -1.001
N -1.030 -1.077 -1.319
N -1.613 1.719 -1.010
H -1.315 -1.510 -0.435
H 0.685 -0.020 -2.697
H 2.268 1.536 0.295
H 0.859 2.226 1.381
H 1.216 2.824 -0.367
H -2.327 1.307 -0.393
H -1.855 1.464 -1.974
H -1.690 2.725 -0.923
H -1.849 -0.844 -1.888
H -0.437 -1.737 -1.812
F 0.170 -1.963 3.616
Te 0.656 -1.556 1.778
F -0.565 -2.865 1.048
F 1.342 -1.334 -0.136
F 2.125 -0.436 2.288
F 1.951 -2.977 1.730
O -0.455 -0.159 1.384

Output
- HOMO-LUMO gap (alpha / beta) (eV) = 4.7929 / 4.7957
- net charge = -1
- E_tot (eV) = -32553.9903